# 1
The following is a DFT calculation (the ωB97M-V functional and the def2-TZVPD basis) of a structure of composition C29H72F6FeNO31S11 in a non-equilibrium geometry.

Last column: Löwdin spin population.
Geometry (Å):
1 Fe -29.855 -23.223 -13.206  3.7624
2 C -26.135 -22.505 -14.533  0.0002
3 F -25.870 -23.531 -15.349  0.0001
4 F -26.238 -22.982 -13.291  0.0000
5 F -25.156 -21.635 -14.603  0.0000
6 S -27.805 -21.760 -15.010  0.0028
7 O -27.594 -20.505 -15.604  0.0027
8 O -28.403 -22.778 -15.799  0.0014
9 N -28.584 -21.655 -13.511  0.0446
10 S -28.169 -20.228 -12.851  0.0068
11 O -26.802 -19.862 -13.047  0.0060
12 O -29.145 -19.208 -13.030  0.0023
13 C -28.036 -20.614 -11.034  0.0001
14 F -27.494 -19.528 -10.478  0.0001
15 F -29.225 -20.835 -10.451  -0.0001
16 F -27.217 -21.652 -10.835  -0.0001
17 O -30.785 -17.494 -21.587  0.0000
18 S -30.553 -18.902 -21.666  0.0000
19 O -30.592 -19.557 -22.930  0.0000
20 O -29.107 -19.207 -21.084  0.0000
21 C -28.697 -18.577 -19.862  0.0000
22 C -28.858 -19.473 -18.644  0.0000
23 C -31.625 -19.744 -20.517  0.0000
24 H -29.228 -17.633 -19.722  0.0000
25 H -27.661 -18.246 -19.947  0.0000
26 H -29.869 -19.860 -18.550  0.0000
27 H -28.653 -18.886 -17.750  0.0000
28 H -28.151 -20.301 -18.716  0.0000
29 H -31.701 -19.092 -19.648  0.0000
30 H -31.105 -20.675 -20.326  0.0000
31 H -32.601 -19.765 -20.994  0.0000
32 O -23.031 -16.257 -8.025  0.0000
33 S -22.634 -16.334 -9.387  0.0000
34 O -21.299 -16.627 -9.752  0.0000
35 O -23.528 -17.398 -10.154  0.0000
36 C -24.804 -17.734 -9.618  0.0000
37 C -25.892 -16.726 -9.968  0.0000
38 C -23.049 -14.803 -10.197  0.0000
39 H -24.796 -17.918 -8.544  0.0000
40 H -25.116 -18.685 -10.053  0.0000
41 H -25.802 -16.471 -11.022  0.0000
42 H -25.756 -15.851 -9.331  0.0000
43 H -26.852 -17.169 -9.713  0.0000
44 H -22.286 -14.078 -9.935  0.0000
45 H -24.030 -14.517 -9.830  0.0000
46 H -23.080 -15.021 -11.261  0.0000
47 O -20.658 -26.660 -18.551  0.0000
48 S -21.822 -26.522 -17.770  0.0000
49 O -21.799 -26.807 -16.376  0.0000
50 O -22.345 -25.049 -18.005  0.0000
51 C -23.372 -24.473 -17.177  0.0000
52 C -22.740 -23.347 -16.397  0.0000
53 C -23.135 -27.477 -18.454  0.0000
54 H -23.894 -25.115 -16.464  0.0000
55 H -24.110 -24.113 -17.897  0.0000
56 H -21.993 -23.712 -15.691  0.0000
57 H -23.422 -22.715 -15.835  0.0000
58 H -22.229 -22.701 -17.114  0.0000
59 H -23.961 -27.513 -17.748  0.0000
60 H -22.745 -28.498 -18.408  0.0000
61 H -23.414 -27.190 -19.460  0.0000
62 O -33.275 -20.327 -13.008  0.0020
63 S -32.450 -21.038 -12.091  0.0042
64 O -31.450 -21.965 -12.546  0.0257
65 O -31.742 -20.021 -11.163  0.0002
66 C -32.486 -18.882 -10.654  0.0001
67 C -31.703 -18.202 -9.572  0.0000
68 C -33.499 -21.931 -10.988  0.0014
69 H -33.477 -19.193 -10.319  0.0000
70 H -32.663 -18.186 -11.475  0.0000
71 H -31.515 -18.852 -8.716  0.0000
72 H -32.282 -17.337 -9.244  0.0000
73 H -30.735 -17.812 -9.884  0.0000
74 H -32.907 -22.291 -10.149  0.0000
75 H -33.824 -22.797 -11.564  0.0000
76 H -34.307 -21.294 -10.645  0.0002
77 O -29.766 -15.368 -19.274  0.0000
78 S -30.312 -15.846 -18.056  0.0000
79 O -31.018 -17.089 -18.006  0.0000
80 O -29.119 -15.901 -17.012  0.0000
81 C -29.448 -16.518 -15.733  0.0000
82 C -28.363 -16.237 -14.718  0.0000
83 C -31.358 -14.573 -17.399  0.0000
84 H -29.728 -17.559 -15.857  0.0000
85 H -30.318 -15.962 -15.368  0.0000
86 H -28.298 -15.168 -14.503  0.0000
87 H -27.383 -16.528 -15.096  0.0000
88 H -28.614 -16.697 -13.764  0.0000
89 H -31.809 -14.971 -16.489  0.0000
90 H -32.125 -14.315 -18.117  0.0000
91 H -30.694 -13.799 -17.018  0.0000
92 O -29.602 -25.672 -9.649  0.0012
93 S -29.503 -24.266 -9.830  0.0046
94 O -29.341 -23.673 -11.133  0.0267
95 O -30.856 -23.610 -9.303  0.0004
96 C -31.605 -24.326 -8.285  0.0001
97 C -32.273 -23.327 -7.378  0.0000
98 C -28.369 -23.510 -8.714  0.0016
99 H -30.913 -24.902 -7.671  0.0000
100 H -32.317 -25.009 -8.744  0.0000
101 H -32.977 -23.847 -6.728  0.0000
102 H -32.907 -22.614 -7.908  0.0000
103 H -31.509 -22.803 -6.808  0.0000
104 H -28.492 -23.951 -7.727  0.0002
105 H -28.755 -22.498 -8.585  0.0000
106 H -27.365 -23.487 -9.122  0.0000
107 O -30.890 -23.285 -14.996  0.0395
108 S -31.807 -22.992 -16.082  0.0067
109 O -31.607 -21.792 -16.796  0.0018
110 O -31.777 -24.225 -17.042  0.0028
111 C -30.651 -24.232 -17.977  0.0001
112 C -30.677 -25.542 -18.731  0.0000
113 C -33.453 -23.194 -15.507  0.0011
114 H -29.731 -24.150 -17.394  0.0000
115 H -30.656 -23.374 -18.647  0.0000
116 H -29.747 -25.609 -19.300  0.0000
117 H -31.481 -25.617 -19.459  0.0000
118 H -30.679 -26.364 -18.015  0.0000
119 H -34.081 -22.896 -16.344  0.0002
120 H -33.595 -22.439 -14.735  0.0000
121 H -33.549 -24.229 -15.203  0.0000
122 O -23.028 -25.634 -10.133  0.0000
123 S -22.948 -24.414 -10.865  0.0000
124 O -21.910 -23.479 -10.660  0.0000
125 O -22.889 -24.735 -12.410  0.0000
126 C -23.719 -25.801 -12.915  0.0000
127 C -22.812 -26.969 -13.266  0.0000
128 C -24.500 -23.584 -10.699  0.0000
129 H -24.163 -25.446 -13.846  0.0000
130 H -24.448 -26.153 -12.187  0.0000
131 H -23.338 -27.866 -13.598  0.0000
132 H -22.284 -27.289 -12.365  0.0000
133 H -22.115 -26.626 -14.026  0.0000
134 H -25.298 -24.199 -11.105  0.0000
135 H -24.361 -22.635 -11.214  0.0000
136 H -24.618 -23.358 -9.641  0.0000
137 O -27.032 -26.077 -12.334  0.0014
138 S -27.956 -26.073 -13.398  0.0066
139 O -28.721 -24.872 -13.692  0.0371
140 O -27.125 -26.380 -14.668  0.0025
141 C -27.725 -26.302 -16.003  0.0001
142 C -26.602 -26.501 -16.972  0.0000
143 C -29.033 -27.484 -13.291  0.0013
144 H -28.096 -25.277 -16.080  0.0000
145 H -28.602 -26.946 -16.077  0.0000
146 H -25.940 -25.639 -16.914  0.0000
147 H -27.011 -26.617 -17.976  0.0000
148 H -25.938 -27.346 -16.790  0.0000
149 H -29.900 -27.188 -13.880  0.0000
150 H -29.226 -27.706 -12.246  0.0001
151 H -28.517 -28.323 -13.750  0.0001

Atoms 1-6, force components in eV/Å:
-0.03 0.34 0.08
-0.29 0.05 0.19
-0.08 0.07 -0.02
0.25 -0.11 0.00
-0.06 0.08 -0.01
0.30 -0.69 0.79

The lowest unoccupied orbital energy (alpha / beta) comes out at -0.1077 / -0.1222 hartree. For the frontier orbital gap (alpha / beta), the calculation gives 9.08 / 8.69 eV. As for the total charge: +1. The HOMO energy (alpha / beta) is -0.4414 / -0.4414 Ha. The spin multiplicity is 5.

# 2
The following is a DFT calculation (the ωB97M-V functional and the def2-TZVPD basis) of a structure of composition C44H59N4O4P2PbS3 in a non-equilibrium geometry.

Last column: Löwdin spin population.
Geometry (Å):
1 Pb 0.819 -0.302 0.635  0.0139
2 C -2.848 -0.616 3.258  0.0006
3 C -3.327 -0.965 1.824  0.0007
4 C -4.854 -1.109 1.734  0.0005
5 C -2.716 -2.263 1.322  0.0076
6 C -3.052 -3.409 2.086  0.0014
7 C -2.697 -4.680 1.690  0.0013
8 C -2.028 -4.826 0.486  0.0006
9 C -1.626 -3.713 -0.300  0.0051
10 C -1.037 -4.036 -1.628  0.0012
11 C 0.326 -4.745 -1.424  0.0003
12 C -0.881 -2.983 -2.727  0.0025
13 C -1.895 -2.409 0.191  0.0175
14 N -1.275 -1.235 -0.383  0.2067
15 C -1.987 -0.399 -1.090  0.1716
16 C -1.583 0.971 -1.424  0.1117
17 N -0.434 1.451 -1.057  0.2123
18 C 0.003 2.719 -1.518  0.0191
19 C 0.690 2.783 -2.726  0.0056
20 C 1.111 4.007 -3.201  0.0007
21 C 0.814 5.187 -2.459  -0.0003
22 C 0.058 5.107 -1.303  0.0003
23 C -0.286 3.856 -0.711  0.0052
24 C -1.009 3.711 0.610  0.0028
25 C -0.481 4.677 1.639  0.0002
26 C -2.539 3.841 0.469  0.0001
27 C 0.941 1.549 -3.577  0.0010
28 C 2.443 1.156 -3.569  0.0001
29 C 0.410 1.803 -5.000  0.0003
30 C -2.636 1.572 -2.270  0.0146
31 C -2.855 2.858 -2.913  -0.0002
32 C -4.106 3.093 -3.516  -0.0033
33 C -5.129 2.164 -3.554  0.0065
34 C -4.891 0.857 -3.024  0.0138
35 C -5.808 -0.202 -2.952  0.0452
36 C -5.476 -1.391 -2.292  -0.0024
37 C -4.230 -1.607 -1.683  0.0323
38 C -3.321 -0.555 -1.643  0.0140
39 C -3.677 0.644 -2.362  0.0654
40 H -2.904 0.430 3.534  0.0000
41 H -1.793 -0.904 3.411  0.0001
42 H -3.438 -1.182 3.998  0.0001
43 H -3.048 -0.147 1.186  0.0009
44 H -5.303 -1.703 2.529  0.0000
45 H -5.237 -1.518 0.786  0.0004
46 H -5.369 -0.131 1.847  0.0000
47 H -3.630 -3.255 2.989  0.0002
48 H -2.939 -5.572 2.288  0.0001
49 H -1.836 -5.854 0.109  0.0002
50 H -1.693 -4.836 -2.039  0.0000
51 H 0.968 -4.174 -0.739  0.0000
52 H 0.855 -4.933 -2.355  0.0001
53 H 0.153 -5.732 -0.929  0.0000
54 H -0.144 -2.235 -2.536  0.0008
55 H -1.812 -2.438 -2.943  0.0005
56 H -0.544 -3.465 -3.640  0.0001
57 H 1.669 4.093 -4.120  0.0003
58 H 1.180 6.166 -2.902  0.0000
59 H -0.293 6.006 -0.795  0.0003
60 H -0.750 2.720 1.006  0.0015
61 H -0.623 5.707 1.393  0.0002
62 H 0.569 4.476 1.878  0.0000
63 H -0.948 4.533 2.628  0.0000
64 H -2.781 4.866 0.273  0.0001
65 H -3.060 3.568 1.391  0.0000
66 H -2.972 3.276 -0.351  -0.0001
67 H 0.378 0.710 -3.162  0.0012
68 H 3.055 1.788 -4.198  0.0000
69 H 2.512 0.118 -3.922  0.0000
70 H 2.872 1.159 -2.546  0.0000
71 H 0.950 2.553 -5.598  0.0001
72 H -0.640 2.142 -4.983  0.0000
73 H 0.444 0.868 -5.580  0.0000
74 H -2.087 3.642 -2.875  0.0000
75 H -4.372 4.054 -3.958  -0.0002
76 H -6.099 2.343 -3.981  0.0009
77 H -6.794 -0.132 -3.391  0.0033
78 H -6.210 -2.222 -2.273  -0.0010
79 H -4.008 -2.627 -1.373  0.0017
80 C 4.974 -4.494 2.619  0.0000
81 C 4.241 -3.239 2.173  0.0000
82 O 4.424 -3.130 0.728  0.0002
83 P 4.189 -1.810 -0.137  0.0017
84 S 2.548 -1.516 -1.231  0.0090
85 S 4.535 -0.288 1.322  -0.0003
86 O 5.419 -1.871 -1.153  0.0010
87 C 6.016 -0.748 -1.900  0.0001
88 C 7.139 -0.079 -1.125  0.0000
89 H 4.771 -4.582 3.672  0.0000
90 H 6.054 -4.438 2.382  0.0000
91 H 4.546 -5.324 2.105  0.0000
92 H 4.606 -2.351 2.660  0.0000
93 H 3.156 -3.258 2.353  0.0000
94 H 5.207 -0.071 -2.169  0.0000
95 H 6.376 -1.218 -2.856  0.0000
96 H 6.807 0.151 -0.098  0.0000
97 H 7.507 0.854 -1.526  0.0000
98 H 7.938 -0.823 -0.917  0.0000
99 O 4.283 2.312 -0.221  0.0002
100 N 4.477 1.187 -0.428  0.0001
101 C 0.207 1.502 5.433  0.0000
102 P 1.666 1.402 4.372  -0.0001
103 C 2.847 2.680 4.767  0.0000
104 C 2.473 -0.108 4.922  0.0000
105 O 1.338 1.439 2.926  -0.0007
106 H 0.219 0.750 6.214  0.0000
107 H -0.637 1.267 4.805  0.0000
108 H -0.046 2.484 5.847  0.0000
109 H 3.344 2.480 5.713  0.0000
110 H 2.396 3.650 4.879  0.0000
111 H 3.595 2.701 3.937  0.0000
112 H 2.844 -0.075 5.947  0.0000
113 H 3.360 -0.182 4.265  0.0000
114 H 1.848 -0.983 4.702  0.0000
115 S 0.617 -4.093 4.052  0.0006
116 C 0.679 -2.916 2.983  0.0002
117 N 0.828 -1.979 2.283  -0.0005

Atoms 1-6, force components in eV/Å:
-0.83 0.72 0.12
0.21 -0.88 0.21
0.01 -0.24 0.34
-1.08 1.00 0.03
-0.04 -0.99 0.97
0.04 0.85 -0.57

The lowest unoccupied orbital energy (alpha / beta) comes out at -0.0805 / -0.0805 hartree. For the frontier orbital gap (alpha / beta), the calculation gives 3.41 / 5.30 eV. The HOMO energy (alpha / beta) is -0.2058 / -0.2752 Ha. As for the energy above the lowest of the compared OMol25 structures with the same formula, charge and spin: 1.360 eV. The spin multiplicity is 2.

# 3
The following is a DFT calculation (the ωB97M-V functional and the def2-TZVPD basis) of the molecule C2H2N4O2 in a non-equilibrium geometry.

Last column: Mulliken charge in e.
Geometry (Å):
1 C 1.030 -0.299 -0.011  0.6148
2 C -1.162 -0.378 -0.031  0.5834
3 H 2.998 -0.294 -0.002  0.3845
4 H -2.983 -0.098 0.053  0.2925
5 N 1.109 1.109 -0.149  -0.1634
6 N 0.142 1.763 -0.040  -0.0265
7 N -2.307 -0.874 -0.077  -0.5993
8 N 0.012 -1.057 -0.024  -0.3957
9 O 2.219 -0.894 0.089  -0.4627
10 O -1.057 1.021 0.191  -0.2275

Atoms 1-6, force components in eV/Å:
1.24 -1.39 -0.26
-0.64 1.19 0.57
-1.16 -0.25 0.08
0.27 -0.69 -0.31
3.84 -1.97 -0.35
-4.04 1.02 0.46

The lowest unoccupied orbital energy comes out at -0.0328 hartree. For the frontier orbital gap, the calculation gives 9.41 eV. The HOMO energy is -0.3786 Ha. As for the energy above the lowest of the compared OMol25 structures with the same formula, charge and spin: 4.046 eV. The structure (SMILES) is [H]/N=c1/nc(O)nno1. The spin multiplicity is 1.